{"formula": "C5H8O2", "method": "wB97M-V/def2-TZVPD", "total_charge": 0, "multiplicity": 1, "de_lowest_kj_mol": 501.96, "total_energy_ha": -345.613771, "e_homo_ev": -6.834, "gap_ev": 7.22, "elements": ["O", "C", "C", "C", "C", "O", "C", "H", "H", "H", "H", "H", "H", "H", "H"], "coordinates": [[-1.854, 0.251, 1.153], [-1.169, 0.162, -0.008], [-0.104, -0.861, -0.041], [0.946, -0.381, 1.007], [1.399, 0.648, -0.049], [0.074, 1.453, -0.009], [0.901, -0.376, -1.115], [-2.459, 1.005, 1.133], [-1.779, 0.306, -0.911], [0.112, 1.936, -0.852], [-0.450, -1.896, -0.045], [0.566, 0.020, 1.954], [1.687, -1.160, 1.198], [0.500, 0.045, -2.052], [1.630, -1.151, -1.362]]}